No. 1
# CH3P

A structure of composition CH3P (wB97M-V/def2-TZVPD, the OMol25 dataset).

Results
energy = -381.083503 Ha
energy above the lowest of the compared OMol25 structures with the same formula, charge and spin = 2.840 eV
spin multiplicity = 1
E_HOMO (spin up / spin down) = -9.13 / -8.96 eV
lowest unoccupied orbital energy (spin up / spin down) = -1.026 / -0.041 eV
gap between HOMO and LUMO (spin up / spin down) = 8.101 / 8.923 eV

Cartesian coordinates (Å):
H 0.815 0.316 1.398
H 0.557 -0.863 -0.071
C 0.293 -0.023 0.532
P -1.041 1.598 -0.476
H -1.358 0.704 -1.510

Population analysis type Mulliken, resulting atomic charges in e:
1. H 0.3313
2. H 0.3124
3. C -0.7247
4. P 0.0502
5. H 0.0307



No. 2
# CH3PS

An isolated molecule of CH3PS (wB97M-V/def2-TZVPD, the OMol25 dataset).

Results
energy = -779.256697 Ha
energy above the lowest of the compared OMol25 structures with the same formula, charge and spin = 4.289 eV
spin multiplicity = 1
E_HOMO (spin up / spin down) = -9.04 / -9.02 eV
lowest unoccupied orbital energy (spin up / spin down) = -2.431 / -2.451 eV
gap between HOMO and LUMO (spin up / spin down) = 6.612 / 6.566 eV

Cartesian coordinates (Å):
P -0.160 -0.190 0.261
S 1.196 -1.450 1.043
H -0.765 0.501 1.451
H 0.618 1.523 -1.445
H -1.353 -0.779 -0.028
C 0.463 0.395 -1.281

Population analysis type Mulliken, resulting atomic charges in e:
1. P 0.2189
2. S -0.3438
3. H 0.0880
4. H 0.2322
5. H 0.0799
6. C -0.2752



No. 3
# CH3PS

A cluster of 2 separate species, CH3PS in total (wB97M-V/def2-TZVPD, the OMol25 dataset).

Results
energy = -779.301712 Ha
energy above the lowest of the compared OMol25 structures with the same formula, charge and spin = 3.064 eV
spin multiplicity = 1
E_HOMO = -8.65 eV
lowest unoccupied orbital energy = -0.640 eV
gap between HOMO and LUMO = 8.008 eV

Cartesian coordinates (Å):
C 1.226 -0.019 0.489
H 2.043 -0.479 -0.889
H -1.152 0.521 1.115
H -1.191 -0.258 -0.749
P -0.507 -0.553 0.525
S 2.180 0.288 1.703

Population analysis type Mulliken, resulting atomic charges in e:
1. C -0.1171
2. H 0.1817
3. H 0.0690
4. H 0.0804
5. P -0.0421
6. S -0.1719



No. 4
# CH3PS

An isolated molecule of CH3PS (wB97M-V/def2-TZVPD, the OMol25 dataset).

Results
energy = -779.406354 Ha
energy above the lowest of the compared OMol25 structures with the same formula, charge and spin = 0.216 eV
spin multiplicity = 1
E_HOMO = -8.86 eV
SMILES = C1PS1
lowest unoccupied orbital energy = 0.707 eV
gap between HOMO and LUMO = 9.567 eV

Cartesian coordinates (Å):
S -0.465 0.841 -1.276
H -1.001 -0.857 0.460
P 0.949 0.864 0.254
H 0.280 1.391 1.410
C -0.086 -0.682 -0.137
H 0.323 -1.556 -0.710

Population analysis type Mulliken, resulting atomic charges in e:
1. S -0.1556
2. H 0.2986
3. P -0.0028
4. H 0.0474
5. C -0.4880
6. H 0.3004



No. 5
# CH3PS

An isolated molecule of CH3PS (wB97M-V/def2-TZVPD, the OMol25 dataset).

Results
<S²> = 2.007
energy = -779.292612 Ha
energy above the lowest of the compared OMol25 structures with the same formula, charge and spin = 1.549 eV
spin multiplicity = 3
E_HOMO (spin up / spin down) = -7.00 / -10.24 eV
lowest unoccupied orbital energy (spin up / spin down) = 0.921 / -2.399 eV
gap between HOMO and LUMO (spin up / spin down) = 7.922 / 7.842 eV

Cartesian coordinates (Å):
H 0.520 -1.011 -1.102
C -0.703 0.413 0.535
H 1.805 0.039 -0.642
S -1.987 0.313 -0.420
P 0.961 -0.787 0.234
H -0.596 1.033 1.395

Population analysis type Mulliken, resulting atomic charges in e:
1. H 0.0300
2. C -0.4106
3. H 0.0768
4. S -0.0864
5. P 0.0003
6. H 0.3899



No. 6
# CH4

An isolated molecule of CH4 (wB97M-V/def2-TZVPD, the OMol25 dataset).

Results
energy = -40.464862 Ha
energy above the lowest of the compared OMol25 structures with the same formula, charge and spin = 0.712 eV
spin multiplicity = 1
E_HOMO = -12.35 eV
SMILES = C
lowest unoccupied orbital energy = 1.290 eV
gap between HOMO and LUMO = 13.640 eV

Cartesian coordinates (Å):
H 0.731 -0.194 0.700
H 0.749 0.010 -0.699
H -0.835 -0.808 -0.066
H -0.511 1.060 0.085
C -0.022 -0.011 -0.003

Population analysis type Mulliken, resulting atomic charges in e:
1. H 0.2711
2. H 0.2764
3. H 0.2079
4. H 0.1974
5. C -0.9528



No. 7
# CH4Br2Si

An isolated molecule of CH4Br2Si (wB97M-V/def2-TZVPD, the OMol25 dataset).

Results
energy = -5478.075121 Ha
energy above the lowest of the compared OMol25 structures with the same formula, charge and spin = 0.205 eV
spin multiplicity = 1
E_HOMO = -9.98 eV
SMILES = C[SiH](Br)Br
lowest unoccupied orbital energy = 0.408 eV
gap between HOMO and LUMO = 10.393 eV

Cartesian coordinates (Å):
H 1.720 0.514 0.164
H -0.206 -0.142 1.966
C 1.030 0.087 -0.456
H 1.342 -0.792 -0.835
Si -0.843 -0.053 0.589
H 0.877 0.790 -1.210
Br -1.845 -1.955 0.010
Br -2.076 1.551 -0.228

Population analysis type Mulliken, resulting atomic charges in e:
1. H 0.3718
2. H -0.0570
3. C -1.2089
4. H 0.3591
5. Si 0.5994
6. H 0.3251
7. Br -0.2093
8. Br -0.1801



No. 8
# CH4BrN2

A cluster of 2 separate species, CH4BrN2 in total (wB97M-V/def2-TZVPD, the OMol25 dataset).

Results
energy = -2723.639494 Ha
energy above the lowest of the compared OMol25 structures with the same formula, charge and spin = 3.909 eV
charge = +1
spin multiplicity = 1
E_HOMO (spin up / spin down) = -15.23 / -14.83 eV
lowest unoccupied orbital energy (spin up / spin down) = -6.588 / -7.492 eV
gap between HOMO and LUMO (spin up / spin down) = 8.638 / 7.339 eV

Cartesian coordinates (Å):
C 0.085 0.147 -0.153
H 0.324 2.174 -0.256
H 1.686 0.955 0.106
N 0.063 -1.101 0.014
Br -3.020 -0.045 0.007
H 0.892 -1.690 0.375
N 0.751 1.199 0.053
H -0.782 -1.638 -0.146

Population analysis type Mulliken, resulting atomic charges in e:
1. C 0.3326
2. H 0.3728
3. H 0.2547
4. N -0.2680
5. Br 0.0222
6. H 0.2868
7. N -0.2541
8. H 0.2530